Here is a structure of composition C5H10B2I2N2O from OMol25. Energies are from ωB97M-V/def2-TZVPD.

Calculated values
- strongest force on any atom (eV/A) = 0.9
- calculated total energy (eV) = -27929.20450
- total charge = 0

```
22
Properties=species:S:1:pos:R:3:forces:R:3
I 1.880548 1.733275 -0.647168 0.01 0.08 -0.05
I -0.958473 2.423161 -2.983061 -0.12 0.11 -0.12
O -3.537539 0.737283 -0.865992 0.05 -0.11 0.07
N 2.075530 -0.234999 3.304236 -0.03 -0.04 0.01
N -3.866747 -1.682464 -1.191690 0.00 0.67 0.66
C -0.588510 0.621318 -2.040153 0.42 -0.62 0.39
C 0.605093 -0.997218 -0.569904 0.14 0.00 0.00
C 0.412723 0.348783 -1.215954 0.04 0.12 0.06
C 4.186891 1.283707 3.221529 0.11 0.09 0.00
C 3.007665 0.432601 3.276401 -0.05 -0.02 -0.06
B -3.120738 -0.450616 -1.420476 0.04 -0.17 -0.15
B -1.713317 -0.379616 -2.419333 -0.28 0.14 0.04
H -0.158446 -1.711272 -0.898974 -0.01 0.09 0.04
H -3.408665 -2.351342 -0.582871 0.09 -0.35 -0.50
H -4.097990 0.593085 -0.092460 -0.20 0.14 -0.26
H -4.778450 -1.489566 -0.783809 0.03 -0.15 0.07
H -1.578673 -1.058798 -3.391102 0.04 0.07 -0.06
H 0.586076 -0.916030 0.521987 -0.07 -0.01 -0.12
H 4.481875 1.585552 4.224674 -0.02 -0.01 0.01
H 1.582594 -1.411686 -0.838552 -0.12 0.04 0.00
H 3.974485 2.175466 2.634470 -0.04 -0.01 -0.01
H 5.014068 0.749377 2.758203 -0.02 -0.03 -0.01
```
Forces are in eV/Å.

=====

Here is the molecule C17H19N5O3 in a non-equilibrium geometry from OMol25. Energies are from ωB97M-V/def2-TZVPD.

Calculated values
- strongest force on any atom (eV/A) = 8.3
- calculated total energy (eV) = -31524.89111
- total charge = 0
- ΔE to the lowest compared entry with this formula, charge and spin (kJ/mol) = 715.51
- SMILES = N[C@@H](Cc1c[nH]c2ccccc12)C(=O)N[C@@H](Cc1c[nH]cn1)C(=O)O

```
44
Properties=species:S:1:pos:R:3:forces:R:3
O 2.378943 2.020216 3.580199 -0.95 -3.84 0.10
O -0.830319 -0.279964 2.512128 -3.07 -1.98 2.72
O 4.330402 0.531528 3.760047 -7.61 1.46 -0.39
N 0.906461 0.277031 -0.650004 -0.34 -1.61 3.97
N -2.639995 -0.325956 -3.657048 -4.87 -4.27 -5.11
N 1.240458 0.466479 2.068415 -0.21 0.38 -3.62
N 4.948849 -1.477275 0.154524 4.22 -1.02 -3.92
N 2.887994 -1.904605 0.369894 -3.28 -0.91 -2.03
C -0.386042 0.446984 0.208203 1.62 1.71 0.43
C -3.463516 0.533388 -3.030353 -1.69 2.95 -1.01
C 4.675843 -1.503898 1.440098 2.39 1.59 3.18
C -0.048981 0.095638 1.747578 1.88 2.88 -4.08
C -3.034620 0.767840 -1.753152 2.01 0.41 2.00
C 1.909355 -0.282387 3.058898 2.80 1.27 2.99
C -4.486320 1.217363 -3.662004 -1.77 -0.09 -0.08
C -1.994112 -1.001736 -2.716214 2.81 1.18 5.17
C -3.516615 1.865454 -1.041663 -3.72 1.87 -1.34
C 2.572648 -1.593798 2.795419 -1.64 -2.06 0.78
C -1.972542 -0.225660 -1.468968 -2.25 -1.76 -6.49
C -1.453696 -0.502607 -0.172058 -2.47 -0.85 1.11
C 3.371036 -1.734612 1.599033 0.69 0.66 -0.33
C 3.033107 0.764198 3.613640 3.12 1.14 -0.84
C 3.858049 -1.794159 -0.491715 -2.13 -0.28 -2.72
C -5.249901 2.195881 -2.962672 4.60 -2.44 2.09
C -4.749822 2.511993 -1.652503 2.16 -1.03 -0.16
H 1.116600 -0.455120 3.823148 0.79 0.20 -0.09
H -5.943118 2.759704 -3.462829 -1.96 1.12 -0.76
H 5.852433 -1.666459 -0.375940 -1.31 0.93 1.71
H 0.763528 0.371291 -1.645875 -0.15 -0.45 0.11
H 1.657996 -2.210128 2.673649 0.72 -0.59 0.04
H 1.309661 1.625860 3.214805 4.01 1.81 0.72
H 3.151090 -1.981249 3.682012 -0.81 0.76 -0.71
H 1.630509 0.791882 1.100965 0.42 -0.77 2.22
H -2.503868 -0.392870 0.335745 2.39 -0.18 0.63
H -3.425091 -1.023672 -4.367492 3.58 2.43 2.39
H -1.109681 -1.542007 -0.055974 -0.10 0.32 -0.01
H 3.795074 -1.864896 -1.632191 0.01 -0.01 2.04
H 1.411628 -0.647961 -0.245860 -1.36 2.21 -2.14
H -0.729681 1.591734 0.118293 0.70 -2.51 0.32
H -3.070046 2.331436 -0.131991 -0.59 -0.85 -0.73
H -4.815955 0.781599 -4.634027 0.33 0.90 0.49
H -5.257524 3.323893 -1.157226 0.23 0.13 0.41
H 5.343088 -0.966562 2.073672 0.44 -0.46 0.88
H -1.463308 -1.893812 -2.962603 0.37 -0.38 0.05
```
Forces are in eV/Å.